An isolated ion of composition C3H7N4S and charge +1 in a non-equilibrium geometry. Source: OMol25; level of theory: ωB97M-V/def2-TZVPD.

Each line ends with the natural charge from an NBO analysis.
Atoms and positions in Å:
C: 1.11674 1.40648 -0.26565  0.35
C: 0.40221 0.69472 1.92619  0.32
C: -1.37619 0.14783 0.55550  -0.28
N: 1.02204 1.36622 0.99222  -0.45
N: 0.82715 0.39573 -1.11997  -0.71
N: -0.86429 0.08399 1.78396  -0.56
N: -0.05133 -1.58553 -2.13937  -0.90
S: 0.00650 -0.96365 -0.49720  0.88
H: 1.33190 2.35688 -0.71356  0.23
H: 0.99959 0.78749 2.84781  0.25
H: -2.29150 -0.34153 0.44358  0.19
H: 1.24262 0.13658 -1.99860  0.46
H: -1.51490 -0.27965 2.50326  0.45
H: -0.99962 -1.63953 -2.29615  0.38
H: 0.14907 -2.56603 -2.02201  0.39

Summary:
* net charge: +1
* molecular weight: 131.184 g/mol
* E_tot: -20008.9507 eV
* gap between HOMO and LUMO (alpha / beta): 7.6 / 7.6 eV
* HOMO (alpha / beta): -12.2 / -12.2 eV
* maximum force: 3.3 eV/Å


C3H7N4S2 as an isolated structure in a non-equilibrium geometry. Source: OMol25; level of theory: ωB97M-V/def2-TZVPD.

Each line ends with the natural charge from an NBO analysis.
Atoms and positions in Å:
C: -1.29368 1.66626 0.71930  -0.44
C: 0.36092 -0.53638 -0.20328  0.31
C: -0.20424 2.37177 0.69909  -0.07
N: 0.36106 0.31390 -1.14967  -0.42
N: 0.84971 2.35498 -0.15301  -0.26
N: 0.96755 1.49445 -1.04630  0.03
N: -0.43455 -1.58694 -0.24194  -0.80
S: 2.20278 1.54636 -2.14645  -0.13
S: -0.05056 -4.21376 0.81706  -0.86
H: -1.55940 1.06019 -0.11670  0.22
H: -2.01969 1.95984 1.44993  0.20
H: 0.83699 -0.34991 0.76174  0.17
H: 0.05406 3.07568 1.46447  0.19
H: -0.10572 -2.50097 0.36534  0.38
H: -0.74820 -1.93131 -1.14107  0.38
H: 0.78296 -4.72417 -0.07852  0.10

Summary:
* net charge: -1
* molecular weight: 163.251 g/mol
* E_tot: -30852.7982 eV
* gap between HOMO and LUMO: 6.3 eV
* HOMO: -4.0 eV
* maximum force: 3.0 eV/Å


A 2-piece molecular cluster, C3H7N4S2 overall in a non-equilibrium geometry. Source: OMol25; level of theory: ωB97M-V/def2-TZVPD.

Each line ends with the natural charge from an NBO analysis.
Atoms and positions in Å:
C: -0.84528 -3.02988 0.52157  -0.53
C: 0.91237 2.65428 -0.06607  0.31
C: -1.08372 -2.05190 -0.37598  0.06
N: 1.37145 2.53232 -1.20701  -0.73
N: -0.52750 -0.87090 -0.48768  -0.35
N: -0.07544 -0.03237 0.36240  -0.31
N: 1.72571 2.23491 1.09573  -0.85
S: -0.35251 -0.01561 1.98700  -0.28
S: -2.18739 -2.52833 -1.77512  -0.11
H: -0.32318 -2.69580 1.51742  0.23
H: -1.22031 -3.97350 0.40547  0.18
H: -0.11683 3.21154 0.04011  0.15
H: 0.73025 2.80361 -1.93146  0.33
H: 2.44473 1.49958 0.87183  0.38
H: 1.09497 1.94668 1.73019  0.38
H: -1.54730 -1.68462 -2.68840  0.14

Summary:
* net charge: -1
* molecular weight: 163.251 g/mol
* E_tot: -30853.3529 eV
* gap between HOMO and LUMO: 6.6 eV
* HOMO: -3.4 eV
* maximum force: 5.3 eV/Å


One molecule with the formula C3H7N5 in a non-equilibrium geometry. Source: OMol25; level of theory: ωB97M-V/def2-TZVPD.

Each line ends with the natural charge from an NBO analysis.
Atoms and positions in Å:
H: 1.18385 -0.00308 -2.57229  0.35
N: 0.95832 -0.16026 -1.59406  -0.73
C: 0.19111 0.66356 -1.06078  0.45
N: -0.42595 1.77983 -1.53776  -0.85
C: 0.03363 0.61496 0.74037  0.38
N: -0.97584 -0.20309 0.40932  -0.16
N: -1.13091 -1.42870 0.45802  -0.11
C: -0.15862 -2.18390 1.22163  -0.50
N: 0.16592 1.51325 1.60131  -0.67
H: 0.99144 2.09286 1.45906  0.37
H: -1.08656 2.26211 -0.95049  0.41
H: -0.07203 2.21085 -2.37843  0.40
H: 0.74408 -2.29387 0.60231  0.23
H: -0.56723 -3.16725 1.44575  0.22
H: 0.14879 -1.69728 2.15603  0.20

Summary:
* molecular weight: 113.124 g/mol
* E_tot: -10670.9266 eV
* gap between HOMO and LUMO: 9.5 eV
* HOMO: -8.9 eV
* maximum force: 3.4 eV/Å
* SMILES: [H]/N=C(N)/C(/N=N\C)=N\[H]


One molecule with the formula C3H7N5 in a non-equilibrium geometry. Source: OMol25; level of theory: ωB97M-V/def2-TZVPD.

Each line ends with the natural charge from an NBO analysis.
Atoms and positions in Å:
C: 2.71114 -0.08003 0.06178  -0.43
N: 1.48101 0.72650 -0.04031  -0.51
C: 0.36731 0.04678 -0.04510  0.31
C: 0.12013 -1.38037 -0.09619  -0.07
N: -1.16375 -1.67140 0.04171  -0.18
N: -1.84589 -0.46319 0.00153  -0.26
N: -0.87092 0.57032 -0.15780  -0.11
N: -1.09671 1.84771 0.02746  -0.65
H: 3.47694 0.54867 -0.40105  0.21
H: 2.44762 -1.07720 -0.31419  0.17
H: 3.03074 -0.15981 1.14324  0.19
H: 0.82081 -2.20236 -0.16504  0.22
H: -2.33311 -0.36805 0.86763  0.36
H: -1.26193 2.52426 -0.72286  0.39
H: -0.89870 2.14660 0.96119  0.37

Summary:
* molecular weight: 113.124 g/mol
* E_tot: -10671.2369 eV
* gap between HOMO and LUMO: 8.7 eV
* HOMO: -8.1 eV
* maximum force: 3.2 eV/Å
* SMILES: C/N=c1\cn[nH]n1N


C3H7N5 as an isolated structure in a non-equilibrium geometry. Source: OMol25; level of theory: ωB97M-V/def2-TZVPD.

Each line ends with the natural charge from an NBO analysis.
Atoms and positions in Å:
C: -1.11418 2.19484 -0.52450  -0.46
C: -0.66060 -0.76393 0.82069  0.19
C: 1.16741 -1.88543 0.18261  0.54
H: -0.54149 3.18612 0.33020  0.25
H: -0.78137 2.38093 -1.79630  0.21
H: -2.34062 1.81457 -0.69516  0.22
H: -0.40911 1.28072 1.11924  0.35
H: -1.78591 -0.26982 0.96657  0.22
H: 1.91076 -3.62582 0.35190  0.36
H: 1.75884 -0.29885 -1.15637  0.42
N: -0.09472 1.30709 0.05266  -0.49
N: -0.16519 -0.12190 -0.34546  -0.16
N: 0.04011 -1.76880 1.29732  -0.46
N: 2.02395 -2.73357 -0.19936  -0.73
N: 0.99212 -0.69614 -0.40404  -0.46

Summary:
* molecular weight: 113.124 g/mol
* E_tot: -10667.6073 eV
* gap between HOMO and LUMO: 8.9 eV
* HOMO: -8.5 eV
* maximum force: 10.2 eV/Å


One molecule with the formula C3H7N5 in a non-equilibrium geometry. Source: OMol25; level of theory: ωB97M-V/def2-TZVPD.

Each line ends with the natural charge from an NBO analysis.
Atoms and positions in Å:
H: 4.06645 0.58197 -0.04854  0.36
N: 3.38700 -0.25397 -0.06136  -0.69
C: 2.20910 0.08456 -0.09439  0.46
N: 1.60526 1.26662 0.15679  -0.28
N: 0.31375 1.14056 0.09490  0.05
N: -0.00315 -0.07998 -0.28451  -0.09
C: -1.24262 -0.53398 0.44894  -0.25
C: -2.37800 0.29476 -0.31413  -0.64
N: 1.15728 -0.84430 -0.04437  -0.45
H: -0.96366 -0.13921 1.46915  0.21
H: -1.34964 -1.77554 0.65785  0.24
H: -2.65406 0.02038 -1.31767  0.22
H: -2.06389 1.49937 -0.28389  0.25
H: -3.41618 0.28541 0.30660  0.22
H: 1.33236 -1.54664 -0.68536  0.39

Summary:
* molecular weight: 113.124 g/mol
* E_tot: -10670.8083 eV
* gap between HOMO and LUMO: 9.0 eV
* HOMO: -9.0 eV
* maximum force: 4.7 eV/Å
* SMILES: [H]/N=c1\nnn(CC)[nH]1


One molecule with the formula C3H7N5 in a non-equilibrium geometry. Source: OMol25; level of theory: ωB97M-V/def2-TZVPD.

Each line ends with the natural charge from an NBO analysis.
Atoms and positions in Å:
C: 1.99201 0.22654 0.67020  -0.64
C: 1.43729 -0.52216 -0.58670  -0.28
N: 0.22837 -1.26980 -0.22744  -0.49
C: -0.93294 -0.70922 -0.23943  0.45
N: -2.07773 -1.44216 0.23596  -0.15
N: -3.02973 -0.61103 0.36329  0.02
N: -2.68285 0.64656 -0.19044  -0.29
N: -1.33526 0.51898 -0.56400  -0.49
H: 2.64672 1.24977 0.33166  0.20
H: 1.09520 0.65074 1.36726  0.21
H: 2.77090 -0.37989 1.32547  0.24
H: 2.16247 -1.30043 -0.97627  0.21
H: 1.30226 0.01821 -1.55647  0.18
H: -2.83892 1.36038 0.67482  0.37
H: -0.73779 1.56350 -0.62790  0.45

Summary:
* molecular weight: 113.124 g/mol
* E_tot: -10670.2553 eV
* gap between HOMO and LUMO: 8.8 eV
* HOMO: -8.7 eV
* maximum force: 6.0 eV/Å
* SMILES: CC/N=c1/nn[nH][nH]1


A 2-piece molecular cluster, C3H7N6 overall in a non-equilibrium geometry. Source: OMol25; level of theory: ωB97M-V/def2-TZVPD.

Each line ends with the natural charge from an NBO analysis.
Atoms and positions in Å:
C: -3.07692 0.58271 0.72553  0.17
C: -1.68800 1.71399 -0.44645  0.13
C: 2.05121 -0.95846 -0.52618  0.41
N: -3.74617 1.59346 0.29801  -0.17
N: -2.83950 2.28766 -0.46477  -0.19
N: -1.74676 0.59593 0.37004  -0.16
N: 1.73508 -0.38336 0.55037  -0.70
N: 3.15440 -1.65913 -0.74827  -0.71
N: -0.93133 -0.28780 0.56496  -0.17
H: -3.42367 -0.10704 1.46388  0.23
H: -0.73936 2.20708 -0.88173  0.25
H: 2.30479 -0.33450 1.33915  0.41
H: 0.69206 -0.32173 0.82153  0.44
H: 3.68025 -2.07243 -0.07275  0.42
H: 3.29133 -1.95365 -1.72032  0.43
H: 1.28259 -0.90274 -1.27298  0.22

Summary:
* net charge: +1
* molecular weight: 127.131 g/mol
* E_tot: -12153.8600 eV
* gap between HOMO and LUMO (alpha / beta): 7.7 / 7.7 eV
* HOMO (alpha / beta): -13.3 / -13.3 eV
* maximum force: 4.6 eV/Å


A 2-piece molecular cluster, C3H7N6O2 overall in a non-equilibrium geometry. Source: OMol25; level of theory: ωB97M-V/def2-TZVPD.

Each line ends with the natural charge from an NBO analysis.
Atoms and positions in Å:
C: 0.16996 -0.03542 -1.16232  0.28
C: -2.11061 0.14413 -1.10423  -0.41
C: 0.59381 0.94681 2.04698  -0.49
N: -1.46908 -1.72037 1.75543  -0.18
N: -0.74190 -0.89308 2.01969  0.27
N: 1.39815 0.02629 -0.64592  -0.48
N: -0.87517 0.51238 -0.59378  -0.59
N: -0.23431 -0.00366 2.60259  -0.32
N: 2.43146 -0.49379 -1.25119  0.62
O: 2.49935 -0.46044 -2.47867  -0.51
O: 3.36106 -0.93876 -0.56663  -0.49
H: 0.04371 -0.59565 -2.16005  0.13
H: -2.50354 0.86615 -1.81871  0.18
H: -2.20987 -0.78111 -1.89071  0.12
H: -2.76712 -0.20360 -0.26091  0.19
H: 1.66349 0.70353 1.88643  0.21
H: 0.19832 1.09069 0.94040  0.27
H: 0.55229 1.83589 2.68159  0.18

Summary:
* net charge: -1
* molecular weight: 159.129 g/mol
* E_tot: -16254.9099 eV
* gap between HOMO and LUMO: 8.6 eV
* HOMO: -4.5 eV
* maximum force: 4.5 eV/Å


One molecule with the formula C3H7NO in a non-equilibrium geometry. Source: OMol25; level of theory: ωB97M-V/def2-TZVPD.

Each line ends with the natural charge from an NBO analysis.
Atoms and positions in Å:
C: 0.13072 1.53227 0.85566  -0.43
N: 0.99936 0.39284 0.63545  -0.59
C: 0.25626 -0.81496 0.47178  -0.33
C: -0.57815 -1.04792 -0.77135  0.43
O: -0.84466 -0.19657 -1.60242  -0.53
H: -0.54830 1.45835 1.68428  0.16
H: -0.40263 1.60694 -0.07108  0.22
H: 0.76882 2.37350 1.05446  0.20
H: 1.58392 0.22915 1.43910  0.35
H: -0.49759 -1.05713 1.25308  0.18
H: 0.98730 -1.66823 0.53351  0.22
H: -0.98279 -2.13619 -0.85872  0.11

Summary:
* molecular weight: 73.095 g/mol
* E_tot: -6761.0125 eV
* gap between HOMO and LUMO: 10.2 eV
* HOMO: -9.3 eV
* maximum force: 2.1 eV/Å
* SMILES: CNCC=O


One molecule with the formula C3H7NO in a non-equilibrium geometry. Source: OMol25; level of theory: ωB97M-V/def2-TZVPD.

Each line ends with the natural charge from an NBO analysis.
Atoms and positions in Å:
C: -1.75390 0.42491 0.21462  -0.62
C: -0.51996 -0.32144 0.62268  -0.08
C: 1.58980 -0.31621 0.27889  0.30
O: 0.58020 0.59433 0.37037  -0.58
N: 2.21308 -0.13942 -0.87205  -0.80
H: -2.63940 -0.19727 0.35389  0.21
H: -1.83262 1.33851 0.80488  0.21
H: -1.67027 0.69695 -0.84258  0.21
H: -0.42784 -1.23826 0.01498  0.18
H: -0.48007 -0.63878 1.66962  0.19
H: 2.88472 -0.84697 -1.11385  0.40
H: 2.05625 0.64365 -1.50145  0.38

Summary:
* molecular weight: 73.095 g/mol
* E_tot: -6759.9017 eV
* gap between HOMO and LUMO: 9.5 eV
* HOMO: -8.3 eV
* maximum force: 1.0 eV/Å


- What is the formula in the sixth record?
  C3H7N5